# 1
A 31-piece molecular cluster, C33H112N2O32S overall at a distorted geometry, computed with ωB97M-V with the def2-TZVPD basis set.

Properties
E_HOMO: -8.1 eV
Total charge: 0
Orbital gap: 8.0 eV
E_LUMO: -0.085 eV

CARTESIAN COORDINATES (ANGSTROEM)
C 5.294 -3.347 2.133
C 6.323 -2.976 3.302
N 5.792 -1.998 4.313
C 5.514 -0.711 3.636
C 6.555 -0.093 2.643
C 6.288 1.226 1.883
C 4.929 1.937 2.140
C 3.886 1.305 3.136
C 4.132 -0.016 3.915
S 2.291 2.273 3.268
C 2.015 2.766 1.484
C 0.618 2.719 0.830
C 0.546 3.114 -0.687
C -0.816 3.075 -1.533
C -2.022 3.381 -0.509
C -3.346 3.998 -1.185
C -4.047 3.048 -2.291
C -5.619 2.744 -1.957
C -5.873 1.172 -1.610
C -7.169 0.599 -2.417
C -7.601 -0.877 -1.906
C -8.141 -0.856 -0.367
C -9.608 -1.533 -0.268
C -9.487 -3.025 0.357
O -9.361 -2.931 1.802
C -9.772 -4.180 2.411
C 1.856 3.530 -1.435
C 3.256 3.579 -0.759
O 4.475 3.926 -1.412
C 4.811 2.776 -2.249
C 6.105 1.958 -1.727
C 7.424 2.858 -1.597
C 6.398 0.826 -2.878
C 6.737 -0.632 -2.277
C 7.885 -0.647 -1.139
C 7.232 -1.537 -3.550
C 3.334 3.186 0.734
N 4.639 3.218 1.429
H 5.831 -3.890 1.263
H 4.488 -4.096 2.490
H 4.729 -2.463 1.684
H 7.357 -2.683 2.889
H 6.511 -3.955 3.892
H 4.844 -2.335 4.591
H 7.546 -0.632 2.433
H 7.026 1.680 1.128
H 3.356 -0.454 4.639
H -0.328 2.417 1.398
H -0.798 3.725 -2.468
H -0.958 1.984 -1.889
H -1.625 4.185 0.221
H -2.269 2.416 0.078
H -3.106 4.993 -1.691
H -4.082 4.230 -0.326
H -3.526 2.037 -2.341
H -4.063 3.541 -3.334
H -6.006 3.372 -1.077
H -6.278 3.022 -2.860
H -4.999 0.509 -1.948
H -5.992 1.011 -0.481
H -6.847 0.488 -3.509
H -8.064 1.307 -2.348
H -8.471 -1.201 -2.596
H -6.757 -1.644 -1.979
H -8.176 0.229 0.020
H -7.355 -1.392 0.275
H -10.138 -1.582 -1.276
H -10.269 -0.928 0.449
H -10.461 -3.562 0.072
H -8.593 -3.563 -0.134
H -9.461 -4.137 3.519
H -9.278 -5.080 1.876
H -10.912 -4.299 2.324
H 1.765 3.785 -2.540
H 3.961 1.993 -2.292
H 5.000 3.099 -3.336
H 5.869 1.369 -0.764
H 7.241 3.917 -1.191
H 8.026 2.911 -2.573
H 8.120 2.346 -0.833
H 5.399 0.704 -3.470
H 7.183 1.174 -3.627
H 5.793 -1.107 -1.822
H 7.485 -0.334 -0.106
H 8.220 -1.744 -1.034
H 8.812 -0.036 -1.409
H 7.243 -0.875 -4.481
H 8.305 -1.852 -3.292
H 6.522 -2.419 -3.679
H 4.537 3.933 2.184
O 6.509 -3.908 -5.526
H 6.119 -4.687 -5.947
H 7.434 -3.933 -5.800
O 4.653 7.361 -1.129
H 4.428 6.448 -1.353
H 5.481 7.284 -0.639
O -8.393 3.229 -3.828
H -8.161 3.454 -4.737
H -8.290 4.063 -3.348
O 10.245 1.536 -1.587
H 10.601 1.968 -0.798
H 10.674 1.996 -2.319
O -8.435 -3.882 5.724
H -7.506 -4.119 5.856
H -8.400 -2.972 5.402
O -11.749 -3.466 4.723
H -10.823 -3.702 4.858
H -11.715 -2.557 4.400
O 5.014 -4.183 6.584
H 4.446 -4.715 6.012
H 5.184 -3.387 6.066
O 7.429 -4.858 -0.029
H 7.203 -5.770 -0.249
H 8.263 -4.934 0.458
O -5.783 -3.977 4.130
H -5.476 -4.689 3.553
H -6.612 -3.690 3.725
O -1.985 1.820 -4.158
H -1.062 1.579 -4.015
H -1.943 2.733 -4.470
O 9.606 -3.616 1.154
H 9.849 -3.389 0.247
H 9.701 -2.785 1.635
O -3.700 -3.139 5.954
H -4.281 -3.677 5.397
H -3.538 -2.349 5.426
O 11.266 2.083 1.296
H 12.107 2.530 1.455
H 10.935 1.888 2.181
O 3.544 -4.603 -6.687
H 3.091 -4.308 -7.487
H 3.806 -3.782 -6.250
O 3.200 -0.071 -4.352
H 2.904 0.270 -3.499
H 3.392 -1.001 -4.177
O -4.139 -6.068 6.821
H -3.214 -6.306 6.954
H -4.102 -5.158 6.500
O 5.653 -6.506 -7.348
H 5.350 -7.221 -6.776
H 4.856 -5.980 -7.508
O -11.318 1.022 1.021
H -11.604 0.312 1.609
H -12.122 1.543 0.875
O -10.274 5.438 -3.170
H -10.564 4.726 -2.587
H -11.073 5.961 -3.315
O -13.759 2.525 1.171
H -14.048 1.816 1.761
H -14.559 3.045 1.023
O 1.876 5.579 4.955
H 2.473 5.840 5.667
H 2.294 4.797 4.573
O -8.232 6.382 -5.188
H -7.596 5.726 -4.878
H -9.031 6.193 -4.678
O -6.459 5.499 -2.866
H -5.536 5.542 -3.147
H -6.551 6.238 -2.252
O -6.637 8.910 -4.111
H -7.218 8.379 -4.676
H -6.465 9.704 -4.630
O 2.471 -0.954 0.914
H 2.716 -0.723 0.010
H 2.563 -0.123 1.400
O 7.115 -4.417 -9.338
H 6.810 -5.133 -8.764
H 6.321 -3.892 -9.498
O 3.532 -6.546 3.162
H 3.848 -7.252 2.586
H 2.711 -6.254 2.745
O 0.468 0.987 5.828
H 0.825 1.422 6.612
H 0.890 1.449 5.090
O 2.776 -2.933 5.718
H 2.478 -3.649 6.296
H 1.978 -2.412 5.560
O 2.222 -5.295 8.263
H 3.065 -4.844 8.415
H 1.897 -5.488 9.150

***

# 2
C33H20BCo2F3O8S as an isolated structure at a distorted geometry, computed with ωB97M-V with the def2-TZVPD basis set.

Properties
E_HOMO: -8.1 eV
Total charge: 0
Orbital gap: 7.0 eV
ΔE to the lowest compared entry with this formula, charge and spin: 0.0 kcal per mole
E_LUMO: -1.107 eV

CARTESIAN COORDINATES (ANGSTROEM)
O -1.612 -1.073 -2.453
C -1.698 -1.089 -1.290
Co -1.606 -1.877 0.273
C -2.394 -3.387 -0.182
O -3.033 -4.290 -0.528
C 0.093 -2.385 -0.039
O 1.149 -2.737 -0.349
C -2.692 -0.915 1.455
C -1.849 -1.716 2.070
C -1.445 -2.588 3.178
C 0.080 -2.414 3.533
C 0.644 -3.344 4.407
C 2.003 -3.668 4.358
C 2.872 -2.960 3.529
C 2.344 -1.913 2.763
C 0.965 -1.654 2.755
Co -2.216 0.610 0.102
C -2.913 1.428 -1.278
O -3.260 2.045 -2.195
C -0.478 0.847 0.095
O 0.659 1.071 0.067
C -2.407 2.144 0.946
O -2.465 3.210 1.404
H -3.800 -0.901 1.554
H -1.432 -3.599 2.689
H -0.035 -3.981 4.991
H 2.376 -4.519 4.915
H 3.933 -3.207 3.475
H 3.014 -1.344 2.116
H 0.597 -0.864 2.105
C -3.687 -3.054 8.024
C -3.419 -2.688 6.639
C -4.307 -2.347 5.644
C -3.626 -2.144 4.419
C -2.394 -2.769 4.272
B -1.765 1.373 4.907
C -0.289 1.053 4.823
C 0.293 1.783 3.794
C 1.657 1.901 3.672
C 2.428 1.124 4.507
C 3.895 1.238 4.340
F 4.543 0.100 4.712
F 4.196 1.459 3.027
F 4.434 2.277 5.054
C 1.890 0.223 5.418
C 0.506 0.151 5.557
O -2.472 1.317 3.656
C -3.806 1.472 3.927
C -3.889 1.629 5.344
C -4.802 2.510 5.873
C -5.646 3.212 5.007
C -5.647 2.955 3.633
C -4.751 2.037 3.062
O -2.638 1.502 5.947
S -1.857 -2.931 5.983
H -4.036 -4.105 8.035
H -2.738 -2.957 8.592
H -4.472 -2.404 8.423
H -5.367 -2.254 5.910
H -3.941 -1.494 3.619
H -0.324 2.349 3.110
H 2.089 2.621 2.965
H 2.580 -0.358 6.027
H 0.043 -0.597 6.214
H -4.737 2.696 6.940
H -6.310 3.953 5.460
H -6.378 3.476 3.012
H -4.747 1.808 1.990